Record 1
{
  "formula": "C14H28I2O4PS2",
  "method": "ωB97M-V/def2-TZVPD",
  "e_lumo_ev": 2.175,
  "orbital_gap_ev": 4.601,
  "total_charge": -1,
  "fmax_ev_per_a": 3.14,
  "symbols": ["H", "S", "C", "I", "C", "C", "H", "H", "O", "C", "H", "H", "H", "H", "C", "C", "I", "H", "H", "H", "P", "O", "C", "H", "C", "H", "H", "C", "H", "C", "H", "H", "C", "H", "O", "O", "H", "H", "H", "C", "C", "H", "C", "H", "S", "H", "H", "H", "H", "H", "H"],
  "coordinates": [[-2.8871, 3.1896, 1.1084], [8.4879, -1.3960, 0.5220], [6.8020, -1.4990, -0.0564], [0.6963, -1.9831, 1.7699], [1.8179, 0.7353, 0.5470], [8.6188, -3.1035, 1.0534], [-3.2537, 0.3558, 2.9550], [6.6239, -3.6274, 1.6996], [-6.2673, -1.2599, -1.7542], [0.4607, -0.0196, 0.8095], [-8.3791, 0.1771, -1.1035], [-8.6823, 2.5982, -1.4540], [8.8942, -3.1303, 2.1060], [7.3334, -4.8005, 0.5957], [7.2444, -3.7340, 0.8064], [-7.6766, 2.1851, -1.5397], [3.2147, -0.6582, -0.4018], [-4.4407, 0.1486, 1.5789], [6.6707, -0.8600, -0.9269], [3.3708, 1.8585, 1.5747], [-2.1487, 0.7662, 0.6871], [9.3569, -1.2016, -0.6165], [-7.5606, 0.8430, -0.8266], [-7.5005, 0.9333, 0.2562], [2.4131, 1.3685, 1.8476], [6.1507, -1.1685, 0.7526], [1.6140, 1.5534, -0.1730], [-6.0172, 1.0691, -2.9892], [0.0060, -0.1817, -0.1953], [-7.2938, 1.9163, -2.9988], [-5.1228, 1.6912, -2.9843], [-3.2010, -1.0662, 1.8910], [-3.3850, 0.0337, 1.8977], [-5.9829, 0.3779, -3.8288], [8.5424, -0.5322, 1.6784], [-4.9550, 0.5814, -0.6307], [5.5380, -3.2204, -0.4584], [9.3933, -3.5825, 0.4551], [-8.0993, 1.3638, -3.4905], [-0.5308, 0.8728, 1.6204], [6.5962, -2.9780, -0.3570], [-7.1463, 2.8429, -3.5550], [-2.5870, 2.5442, 0.2537], [1.7433, 2.1424, 2.2668], [-6.0461, 0.1362, -1.4588], [-1.6610, 2.9942, -0.1736], [-0.1639, 1.9257, 1.6076], [7.0956, -3.2428, -1.2935], [-3.3372, 2.5665, -0.5648], [-6.9779, 2.9025, -1.1010], [2.6184, 0.5719, 2.5916]],
  "atomic_forces_ev_per_a": [[-0.03, -0.31, -0.48], [-0.40, 0.12, 0.07], [-0.21, -0.15, -0.12], [0.05, -0.46, 0.17], [-1.23, 0.07, 1.65], [-0.01, -0.52, 0.16], [-0.06, 0.04, -0.64], [0.01, 0.02, -0.05], [0.15, 0.18, 0.13], [-0.79, 3.01, -0.42], [0.06, -0.03, 0.01], [0.03, 0.00, 0.01], [0.11, 0.14, -0.07], [0.01, 0.03, 0.03], [-0.11, -0.04, 0.04], [0.05, 0.08, -0.01], [0.18, 0.58, -0.16], [0.64, 0.15, 0.18], [0.09, 0.11, 0.10], [-0.39, -0.25, 0.28], [1.08, -0.42, 0.02], [0.11, 0.11, 0.22], [-0.37, 0.29, 0.07], [0.14, -0.13, -0.03], [0.75, -0.46, -0.84], [0.05, 0.06, -0.03], [0.18, -0.75, 0.13], [-0.12, 0.31, -0.45], [0.49, -0.88, 0.78], [-0.08, 0.03, -0.05], [0.03, -0.11, 0.12], [0.11, 0.74, -0.09], [-0.30, -0.04, 0.52], [0.12, -0.08, 0.12], [0.32, 0.01, -0.27], [-0.50, -0.23, -0.40], [0.02, 0.06, 0.02], [0.01, 0.14, -0.03], [0.02, 0.01, 0.03], [0.07, -0.18, -1.91], [0.04, -0.09, -0.07], [0.00, -0.04, 0.01], [0.09, 0.33, 0.24], [0.19, -0.65, -0.26], [0.20, -0.23, 0.16], [-0.47, -0.43, 0.34], [-0.26, -0.61, 0.31], [-0.03, 0.04, 0.01], [0.20, -0.02, 0.71], [-0.03, -0.04, 0.03], [-0.22, 0.52, -0.33]]
}

=====

Record 2
{
  "formula": "CH10N2O2",
  "method": "ωB97M-V/def2-TZVPD",
  "e_lumo_ev": 0.674,
  "orbital_gap_ev": 10.313,
  "total_charge": 0,
  "fmax_ev_per_a": 1.66,
  "symbols": ["H", "H", "H", "H", "N", "H", "O", "N", "H", "H", "O", "H", "H", "H", "C"],
  "coordinates": [[1.1953, -0.2643, -1.6397], [0.7590, 2.3480, -1.9033], [1.9828, 3.2048, -1.6259], [-1.2219, 1.0557, -0.9292], [0.6071, -1.0171, 0.2437], [-0.3215, -1.1050, 0.6558], [-1.4489, -1.9930, 3.2226], [-0.2112, 1.0267, -0.8060], [-2.2085, -1.9916, 3.8253], [0.8591, -1.9466, -0.0816], [1.1050, 3.2578, -2.0175], [-0.8678, -2.6661, 3.5923], [-0.0780, 1.3009, 0.1552], [-0.4331, -0.8717, -1.6565], [0.2826, -0.3386, -1.0353]],
  "atomic_forces_ev_per_a": [[0.03, -0.13, 0.24], [-0.20, 0.46, 0.25], [0.00, 0.15, -0.05], [0.22, 0.03, -0.13], [-0.88, 0.25, -1.39], [0.26, -0.37, 0.57], [-0.31, -0.10, 0.30], [-0.77, -0.55, -0.27], [0.25, 0.07, -0.28], [0.17, -0.26, 0.60], [0.21, -0.36, -0.13], [0.07, 0.05, -0.07], [0.46, 0.05, 0.23], [-0.29, -0.12, 0.00], [0.78, 0.85, 0.14]]
}

=====

Record 3
{
  "formula": "C29H50BrNOP2Ti",
  "method": "ωB97M-V/def2-TZVPD",
  "e_lumo_ev": [-7.709, -7.329],
  "spin_multiplicity": 3,
  "s2": 2.0870,
  "orbital_gap_ev": [4.497, 4.878],
  "total_charge": 2,
  "fmax_ev_per_a": 3.54,
  "symbols": ["H", "C", "H", "H", "C", "H", "C", "H", "H", "C", "H", "H", "H", "C", "C", "C", "C", "C", "H", "H", "H", "P", "H", "H", "C", "Ti", "H", "C", "H", "H", "C", "C", "C", "H", "H", "H", "C", "C", "C", "H", "H", "H", "C", "H", "H", "H", "P", "H", "H", "H", "H", "Br", "C", "C", "N", "H", "C", "H", "C", "H", "H", "H", "H", "H", "H", "C", "C", "H", "H", "H", "C", "C", "H", "H", "H", "H", "H", "H", "H", "C", "H", "C", "H", "C", "O"],
  "coordinates": [[-2.3850, -2.5266, 3.0552], [-0.0464, -3.0878, -4.6052], [2.4789, 0.0204, 1.9234], [-2.4248, 0.3059, 1.9146], [-0.6378, -1.3059, 2.8121], [-4.9121, -4.4115, -2.9417], [-3.5195, 0.6861, -4.3736], [3.7712, 0.8775, 0.2474], [0.3048, 3.0266, -1.5221], [3.4991, -0.9777, -1.8181], [-1.7154, 4.6101, -0.6066], [3.1499, 3.0828, -2.7648], [2.5466, 4.1502, -1.4955], [1.4855, 0.0396, 2.3973], [1.9599, -0.0549, 6.1532], [2.2708, -0.1196, -2.1344], [-2.9904, 2.2116, 2.7737], [-1.0743, 3.2238, 0.8633], [4.3253, -0.3902, -1.4058], [1.1340, 0.5438, 6.5192], [-3.4248, -4.5766, -3.8611], [-2.4295, -1.8120, -3.8220], [-0.6886, -0.8433, 3.8014], [-3.3527, 0.3073, -5.3925], [2.6820, -0.8205, 7.0674], [0.1300, 0.3724, 0.6904], [-3.1471, 3.2414, 2.4345], [-2.0730, 3.6548, -0.2010], [1.8569, 4.2312, -3.1140], [0.7697, 2.0594, -2.9200], [3.1485, 1.7534, 0.0342], [-2.6435, -0.0698, -3.3631], [-4.1776, -3.8579, -3.5231], [-0.6445, -3.8982, -5.0466], [-0.0479, 3.3331, 0.5064], [1.7103, -1.6864, 0.2446], [-0.7559, -2.4373, -3.4046], [-1.5073, -2.3181, 2.4221], [4.1094, -1.6045, 5.4342], [3.7345, 2.4445, -0.5798], [2.4146, 0.4125, -3.0902], [4.9874, -2.2366, 5.2140], [-0.1573, -2.7582, 0.4350], [-2.9662, -3.0883, -1.8367], [-0.1892, -1.5701, -3.0397], [3.8505, -1.4406, -2.7519], [1.6920, 1.1544, -0.9246], [-4.6828, -3.4874, -4.4226], [3.4530, 2.2394, 2.0999], [-3.9543, 1.8501, 3.1495], [-3.2916, 1.7605, -4.3654], [-2.3460, -4.4467, 0.8049], [-2.5204, 1.3488, 1.6070], [2.7302, 2.4552, 1.3085], [3.7292, -1.5670, 6.7184], [2.6335, 3.5397, 1.1897], [-3.5481, -2.7274, -2.6993], [3.7763, -0.9872, 3.3774], [1.1637, 2.5395, -2.0113], [0.0023, -3.2983, -0.4896], [-1.6389, 0.3571, -3.3306], [-1.1459, 3.7984, 1.7976], [1.4053, -0.7876, -2.2888], [-3.1748, 1.4214, 0.7193], [0.9148, -3.5178, -4.2876], [2.2841, -0.1089, 4.7663], [3.4243, -0.9143, 4.4162], [0.1496, -2.3504, -5.3969], [-4.2977, -2.0157, -2.3183], [-0.8563, -3.1529, -2.5742], [0.7549, -1.7276, 0.7849], [1.4736, 0.5094, 3.7559], [1.7580, 2.1084, 1.6943], [-3.0658, 3.8350, 0.2246], [3.2709, -1.7902, -1.1164], [-2.2668, 2.1973, 3.6046], [-2.1704, 2.9247, -1.0183], [0.7715, 1.2781, 4.0890], [-4.5875, 0.5635, -4.1535], [0.5569, -1.0589, 2.0616], [2.4138, -0.8444, 8.1230], [-1.2345, -3.0780, 1.2617], [-3.0588, -0.0400, -2.3528], [2.2489, 3.5478, -2.3569], [-1.1758, 1.7763, 1.2232]],
  "atomic_forces_ev_per_a": [[0.52, -0.11, -0.47], [0.15, 0.03, 0.08], [-0.39, -0.59, 0.08], [0.00, 0.04, -0.15], [1.14, -0.62, -0.36], [-0.06, -0.09, 0.08], [-0.07, 0.10, -0.10], [-0.08, 0.16, -0.05], [0.28, 0.00, -0.34], [0.11, 0.02, 0.02], [-0.13, -0.23, 0.00], [-0.13, -0.04, -0.02], [-0.06, -0.07, -0.04], [-1.03, -1.53, -1.56], [0.17, -0.06, -0.30], [-0.26, -0.13, -0.40], [-0.19, -0.11, -0.11], [0.23, -0.03, 0.02], [-0.09, -0.13, -0.15], [-0.04, 0.02, -0.16], [0.00, 0.12, 0.06], [-0.70, -0.78, -1.85], [-0.34, 0.04, -0.42], [0.01, 0.14, 0.33], [0.07, 0.19, -0.56], [-1.72, 2.57, -0.41], [-0.01, -0.19, 0.26], [-0.03, -0.02, 0.29], [0.11, -0.04, 0.07], [0.03, 0.11, 0.23], [-0.06, -0.11, -0.50], [0.41, 0.27, 0.49], [-0.23, -0.27, 0.26], [0.10, 0.30, 0.19], [-0.05, -0.09, 0.07], [-0.33, 0.39, 0.20], [0.17, 0.18, 0.42], [0.12, 0.25, 0.15], [-0.42, 0.34, -0.41], [0.05, -0.36, -0.04], [0.02, -0.13, 0.34], [-0.54, 0.46, 0.05], [0.37, 0.78, 0.15], [-0.34, -0.11, -0.10], [0.15, -0.18, 0.03], [-0.10, 0.10, 0.36], [1.93, 0.43, -1.24], [0.17, 0.10, 0.26], [-0.11, 0.29, 0.00], [0.21, 0.00, -0.11], [-0.14, -0.23, 0.02], [-0.70, -0.92, -0.26], [-0.62, 0.46, 0.47], [-0.29, 0.61, 0.57], [0.18, -0.18, -0.21], [0.24, -0.15, -0.05], [0.06, 0.17, -0.03], [-0.21, -0.01, 0.57], [-0.62, -0.07, 0.14], [-0.03, -0.13, 0.09], [0.13, 0.25, 0.00], [-0.08, -0.27, -0.34], [0.29, 0.30, -0.08], [0.29, -0.03, 0.44], [-0.20, 0.10, -0.14], [0.85, -0.70, 0.08], [-0.17, -0.06, 0.63], [-0.11, -0.22, 0.23], [0.06, -0.31, -0.15], [0.12, 0.10, -0.16], [-1.05, -1.58, 1.73], [-0.21, 0.86, 1.55], [0.32, 0.23, -0.13], [0.16, -0.06, -0.14], [0.11, 0.17, -0.13], [-0.23, -0.01, -0.34], [0.16, 0.22, 0.18], [0.01, -0.27, -0.06], [0.25, -0.01, -0.04], [2.30, -2.24, 1.49], [0.01, 0.11, -0.23], [0.28, 1.25, 0.18], [-0.03, 0.34, 0.16], [0.07, 0.25, -0.13], [-0.25, 0.64, -0.60]]
}

=====

Record 4
{
  "formula": "C6H14OS",
  "method": "ωB97M-V/def2-TZVPD",
  "e_lumo_ev": [0.989, -1.748],
  "spin_multiplicity": 3,
  "s2": 2.0087,
  "orbital_gap_ev": [6.058, 7.820],
  "total_charge": 0,
  "fmax_ev_per_a": 5.41,
  "symbols": ["H", "H", "H", "C", "C", "C", "C", "C", "H", "O", "H", "S", "H", "H", "H", "H", "H", "H", "H", "H", "H", "C"],
  "coordinates": [[-0.7457, -0.4506, -2.1892], [-2.1247, 1.5830, 1.0243], [2.5060, 1.1735, 1.2263], [-1.5707, 0.0576, -0.3649], [-2.5767, 1.0421, 0.2230], [1.4701, -0.2575, 0.0594], [-1.7550, -0.3111, -1.7724], [1.9409, -0.7408, -1.3349], [2.5623, -0.4269, 1.8553], [0.1875, 1.9081, 1.1262], [-2.4969, -1.1637, -2.0712], [0.2901, 1.2297, -0.1577], [-1.3289, -0.6343, 0.4059], [2.9129, -0.2947, -1.6372], [1.1702, -0.3778, -2.0198], [-2.0206, 0.5434, -2.4138], [2.0034, -1.8825, -1.2943], [-3.4268, 0.5099, 0.6479], [3.5912, 0.0607, 0.4707], [0.8334, -0.9412, 0.5502], [-2.8175, 1.6913, -0.7034], [2.6126, 0.1889, 0.9615]],
  "atomic_forces_ev_per_a": [[-0.25, -1.07, -0.21], [0.10, 0.76, 0.40], [-0.20, 2.42, 0.84], [-5.26, -0.78, 1.01], [0.42, 0.09, -2.58], [0.84, 2.36, -1.16], [0.19, -0.66, -1.54], [-0.39, -0.66, 0.75], [0.42, 0.11, 0.27], [-0.32, 0.78, 2.12], [1.51, 1.20, 0.73], [4.56, -0.04, -2.42], [0.74, -1.08, 0.06], [-0.66, -0.36, 0.35], [0.33, -0.62, -0.51], [-0.55, 0.11, 0.58], [-0.06, 1.61, -0.49], [-0.42, 0.11, -0.35], [-0.40, -0.05, 0.22], [-0.66, -1.07, 0.42], [-0.29, -0.49, 2.01], [0.36, -2.68, -0.50]]
}